Here is a structure of composition C29H40N5O3ReS at a distorted geometry from the Open Molecules 2025 dataset. Energies are from ωB97M-V/def2-TZVPD.

As for the charge: +1. The frontier orbital gap (spin up / spin down) comes out at 6.96 / 5.94 eV. Its HOMO energy (spin up / spin down) is -9.5 / -9.8 eV. Its spin multiplicity is 4. The calculation puts the lowest unoccupied orbital energy (spin up / spin down) at -2.57 / -3.82 eV.

Each line ends with the Löwdin spin population.
Element x y z (Å)
1 Re -0.18789 0.44315 0.35285  2.3146
2 S -0.44759 -2.65645 2.09515  0.0056
3 O -4.17109 -0.89575 0.79645  0.0081
4 O -0.19179 -1.17455 1.97375  0.0358
5 O -2.31359 0.14385 0.24075  0.0445
6 N -0.50609 1.74775 -1.18375  0.0059
7 N 2.00071 -0.15905 -1.56415  0.0445
8 N -0.38129 -0.78415 -1.25845  0.0001
9 N -1.23539 1.84755 2.18245  0.0131
10 N 1.78681 0.73185 0.93385  0.1057
11 C -1.41659 -2.82675 3.64975  0.0002
12 C 2.87861 -0.00505 0.58165  -0.0080
13 C -1.95009 -1.11605 -3.02935  0.0750
14 C -2.26889 1.13865 2.95645  0.0010
15 C -0.23179 3.17805 -1.22235  0.0066
16 C -2.87939 -2.69645 3.27165  0.0001
17 C -3.34529 -0.01565 0.97025  0.0060
18 C -1.20309 -0.27205 -2.17995  -0.0073
19 C -1.80279 1.97905 -3.20505  0.0746
20 C 2.54191 3.04165 1.42025  0.0037
21 C 5.53051 -0.90045 -0.91075  0.0024
22 C 3.68691 -0.59605 1.54115  0.0444
23 C 1.80181 -0.68225 -2.87265  0.0066
24 C 4.38271 -0.40105 -1.43705  0.0318
25 C 2.04541 1.68975 1.99615  0.0115
26 C -3.53909 0.98495 2.13105  0.0010
27 C -3.05919 -3.46415 1.96935  0.0001
28 C -1.91669 -3.05445 1.05415  0.0010
29 C 4.87101 -1.33695 1.43685  -0.0092
30 C 0.24021 -2.07185 -1.44145  0.0083
31 C -2.64809 1.63655 -4.24025  0.0022
32 C 0.54171 3.71765 -0.01655  0.0056
33 C 1.13881 -2.06545 -2.69715  0.0022
34 C -3.17079 0.39985 -4.59465  0.0859
35 C 3.07021 -0.24315 -0.86365  0.0059
36 C 2.02881 3.33945 0.00815  0.0002
37 C -2.85359 -0.82755 -4.03145  0.0039
38 C 5.72181 -1.45255 0.37005  0.0440
39 C -1.20899 1.19865 -2.18475  -0.0053
40 H -3.52879 -3.08515 4.05555  0.0000
41 H 1.91471 -2.81715 -2.56605  0.0002
42 H 4.43231 -0.07645 -2.47065  0.0016
43 H 2.71831 -0.79565 -3.46405  0.0018
44 H -1.86559 -2.16945 -2.79475  0.0038
45 H 1.14611 1.83365 2.59185  0.0021
46 H -3.89539 0.39525 -5.39595  0.0044
47 H -1.59719 3.03735 -3.15105  0.0051
48 H -2.97469 2.47045 -4.84865  -0.0018
49 H -1.70189 2.59975 1.67355  0.0012
50 H 0.56311 -2.31815 -3.58605  0.0008
51 H 1.12821 -0.00445 -3.40375  0.0002
52 H 6.64321 -1.99545 0.52635  0.0025
53 H -3.13159 -1.65095 3.10195  0.0000
54 H 6.38951 -0.94015 -1.56955  -0.0007
55 H -4.01089 -3.20465 1.50545  0.0000
56 H -1.18719 -3.81725 4.03835  -0.0001
57 H -1.62839 -3.84615 0.36665  0.0001
58 H -1.18159 3.72705 -1.27535  0.0009
59 H -4.36589 0.63745 2.75125  0.0002
60 H 0.06521 3.36865 0.89515  0.0028
61 H -1.06499 -2.07625 4.35415  0.0000
62 H -1.85719 0.16575 3.23785  -0.0001
63 H 0.34591 3.39915 -2.12715  -0.0002
64 H 2.19221 2.46455 -0.62255  -0.0004
65 H -3.02989 -4.53835 2.15605  0.0000
66 H 3.63261 3.02385 1.38835  -0.0002
67 H 2.24471 3.84015 2.10425  0.0003
68 H -2.15239 -2.15265 0.49045  -0.0001
69 H -0.59969 2.28365 2.84535  0.0025
70 H 2.81701 1.33185 2.68275  0.0004
71 H 0.86231 -2.24115 -0.55815  0.0011
72 H 0.44541 4.80535 -0.04015  0.0006
73 H -0.47879 -2.89495 -1.51525  0.0006
74 H 3.27841 -0.56575 2.54475  0.0021
75 H 5.17841 -1.83155 2.34975  -0.0016
76 H -3.82119 1.95195 1.70175  0.0001
77 H 2.61941 4.15735 -0.40685  0.0000
78 H -3.37989 -1.68025 -4.44215  -0.0018
79 H -2.50269 1.68835 3.87765  -0.0002



Here is a structure of composition C29H40N8O3Ti at a distorted geometry from the Open Molecules 2025 dataset. Energies are from ωB97M-V/def2-TZVPD.

As for the charge: +2. The frontier orbital gap (spin up / spin down) comes out at 6.64 / 7.37 eV. Its HOMO energy (spin up / spin down) is -12.0 / -12.7 eV. Its spin multiplicity is 3. The calculation puts the lowest unoccupied orbital energy (spin up / spin down) at -5.32 / -5.30 eV.

Each line ends with the Löwdin spin population.
Element x y z (Å)
1 Ti -0.15026 -1.34529 0.41563  0.9797
2 O 1.75547 -1.76751 1.42909  0.0148
3 O 3.52719 2.00694 -4.54733  0.0001
4 O -1.79447 5.23651 2.02644  0.0005
5 N 3.31134 -0.21725 1.20007  0.0093
6 N -0.50790 -3.47288 1.13615  0.0025
7 N -2.09216 0.77926 0.14551  0.0073
8 N -0.86675 -2.51932 -1.27188  0.0007
9 N -1.77710 -0.46978 -0.38023  -0.0082
10 N 0.27782 1.03692 1.17995  0.1158
11 N 1.17844 -0.53033 -1.09530  0.0205
12 N -1.06892 -0.98761 2.49776  0.0016
13 C 2.09400 2.86855 0.71498  0.0811
14 C -1.34735 -1.81699 -2.22495  0.0054
15 C -1.77082 -0.48388 -1.79687  0.0019
16 C 0.98243 1.93019 0.40597  0.5078
17 C 0.23100 1.22439 2.58546  0.0162
18 C 2.46495 0.16836 -3.37843  0.0025
19 C 1.60642 1.06729 -2.77618  0.0155
20 C -1.38095 2.88138 0.78091  0.0153
21 C 2.77071 -1.17227 1.90559  0.0065
22 C 3.32584 0.58492 -4.62413  0.0000
23 C -0.61710 2.57812 -1.80511  0.0071
24 C -3.68091 2.16174 1.21417  0.0009
25 C 0.11879 1.77452 -0.82898  0.0402
26 C -1.82815 0.51817 -2.69070  0.0031
27 C -1.62687 1.95506 -2.46442  0.0028
28 C -1.00022 -2.28920 3.27050  0.0034
29 C 0.94385 0.73910 -1.61815  0.0242
30 C -0.96476 1.54958 0.37749  0.0267
31 C -2.97581 4.58769 1.69556  0.0000
32 C -0.88468 -4.48440 0.14178  0.0012
33 C -1.37494 -3.48463 2.38827  0.0021
34 C 2.72176 -1.03076 -2.84824  0.0106
35 C -2.64300 3.15103 1.26928  0.0017
36 C -0.49936 -3.90448 -1.24145  0.0054
37 C -1.81316 -2.32666 -3.57752  0.0004
38 C -3.36213 1.01296 0.61592  0.0002
39 C 3.36286 -1.62508 3.19095  0.0006
40 C -0.66395 0.21576 3.32492  0.0000
41 C 2.06165 -1.32857 -1.70933  0.0059
42 H -1.97535 6.08885 2.44081  0.0000
43 H 3.71628 -0.77922 3.85679  0.0000
44 H 2.17195 3.03541 1.75532  0.0037
45 H -0.15598 -0.09528 4.23446  0.0001
46 H -1.60894 -2.22287 4.14975  0.0002
47 H -1.77083 0.34482 -3.74439  0.0005
48 H 3.73563 2.25267 -5.43067  0.0000
49 H -4.70361 2.53523 1.41054  0.0002
50 H -1.54823 0.76249 3.61843  -0.0001
51 H -0.37311 -5.38321 0.31476  -0.0001
52 H 3.05501 2.53158 0.42963  0.0281
53 H 2.12444 -2.29726 -1.19210  0.0025
54 H -2.03095 -0.85622 2.24638  0.0010
55 H 2.64786 -2.23633 3.72289  0.0001
56 H 0.41411 -3.56705 1.51016  0.0011
57 H -2.43337 -3.43489 2.16547  0.0002
58 H 0.05784 -2.42493 3.53608  0.0001
59 H -1.32830 -4.27320 3.08461  -0.0001
60 H -3.66327 4.49536 2.58538  0.0000
61 H -1.96754 -3.38577 -3.53020  0.0001
62 H -0.05512 2.27958 2.86323  0.0019
63 H 1.45965 2.02100 -3.26992  0.0008
64 H 2.77248 0.12560 0.36099  0.0028
65 H -1.02836 -2.19578 -4.42028  0.0003
66 H -1.02481 -4.53261 -1.97648  0.0008
67 H 4.14917 0.30284 1.51775  0.0005
68 H -1.94232 -4.72871 0.19730  0.0001
69 H -0.55651 3.66608 0.82423  0.0056
70 H 2.77686 0.40163 -5.54294  -0.0001
71 H 3.43895 -1.71861 -3.22871  0.0006
72 H -2.64899 -1.74357 -3.97369  0.0001
73 H 4.24283 -2.22829 2.96953  0.0004
74 H -0.44600 3.60519 -1.89875  -0.0001
75 H 4.30032 0.09922 -4.54021  -0.0001
76 H -3.48495 5.18054 0.91112  0.0000
77 H -4.05225 0.18518 0.46197  0.0001
78 H 1.25552 1.01149 2.90368  0.0011
79 H 1.98283 3.87465 0.21907  0.0133
80 H -2.08498 2.61029 -3.24869  0.0007
81 H 0.53919 -4.07740 -1.32644  0.0007



Here is a structure of composition C29H40NO2PdSe from the Open Molecules 2025 dataset. Energies are from ωB97M-V/def2-TZVPD.

As for the charge: -1. The frontier orbital gap comes out at 6.17 eV. Its HOMO energy is -4.3 eV. Its spin multiplicity is 1. The calculation puts the lowest unoccupied orbital energy at 1.82 eV.

Each line ends with the Mulliken charge.
Element x y z (Å)
1 Pd -0.59391 3.34177 -2.11558  0.3633
2 Se -0.43089 2.92665 0.28675  0.0199
3 O 0.94687 1.60514 -2.26783  -0.8964
4 O -1.95821 1.88350 -2.13966  -1.3630
5 N 0.88517 6.07600 -2.16413  -0.6280
6 C 4.75950 0.16408 -2.56354  -1.6516
7 C 3.76768 0.50546 2.57741  1.9040
8 C -5.22833 -0.47420 -2.34866  -1.6391
9 C -3.32767 -1.04299 2.56522  1.9338
10 C -4.85284 -0.98380 2.74124  -1.6484
11 C -3.29436 -2.05985 -2.52292  -1.6438
12 C 1.85623 1.63426 1.27974  -0.1668
13 C 3.18488 1.20666 3.80697  -2.0904
14 C -3.24889 0.08730 -3.73039  -2.1134
15 C -2.89323 -2.50814 2.40730  -1.6102
16 C 1.17285 1.87559 0.09089  -0.2702
17 C 3.30102 -0.28031 -2.35323  1.9744
18 C -3.69477 -0.57713 -2.42140  1.9700
19 C 1.56841 1.33840 -1.18713  1.6614
20 C -2.92156 -0.24739 1.32304  -0.7019
21 C -2.06132 0.84006 1.35510  -0.2439
22 C 0.33514 5.05831 -2.13547  0.0901
23 C 2.97340 0.81868 1.30688  -0.6741
24 C 5.22295 0.97038 2.40816  -1.6379
25 C -3.08827 0.01924 -1.13132  -0.3954
26 C -3.39935 -0.61662 0.06581  0.2011
27 C -1.73495 1.50585 0.18348  -0.2060
28 C 3.35162 0.25598 0.08329  0.3748
29 C 2.56542 -0.05895 -3.68199  -2.1097
30 C 2.71723 0.46566 -1.12955  -0.8595
31 C 3.27147 -1.79380 -2.07589  -1.6355
32 C -2.67831 -0.49160 3.83717  -2.1606
33 C 3.74975 -1.00768 2.84245  -1.6217
34 C -2.24017 1.16066 -1.08136  1.7771
35 H 3.06525 -0.65698 -4.45498  0.4976
36 H -5.16076 -1.55492 3.62459  0.4576
37 H -5.68026 -0.90196 -3.25080  0.4385
38 H 5.38120 -0.04396 -1.68825  0.2701
39 H 4.80054 1.23887 -2.76111  0.3679
40 H -5.53386 0.57342 -2.27507  0.3560
41 H 3.19426 2.29436 3.68598  0.3750
42 H 4.31758 -1.24871 3.74915  0.4559
43 H -5.63018 -1.00651 -1.48194  0.2738
44 H -4.06489 -1.47445 0.01719  0.2418
45 H -1.80817 -2.57120 2.28414  0.3490
46 H 2.72112 -1.35768 2.97155  0.3265
47 H -2.97289 0.54706 4.01650  0.3742
48 H 5.80765 0.74786 3.30893  0.4566
49 H -3.17951 -3.09145 3.28981  0.4585
50 H 3.78136 0.95956 4.69061  0.4340
51 H 4.19109 -1.56238 2.00976  0.3020
52 H -2.99418 -1.08596 4.69962  0.4361
53 H 4.21972 -0.40036 0.08603  0.2074
54 H 5.25804 2.04831 2.22663  0.3513
55 H -3.64772 -2.64529 -1.67090  0.2856
56 H -3.35811 -2.96949 1.53167  0.3010
57 H -2.16533 0.05250 -3.84818  0.3112
58 H 1.47883 2.09813 2.18656  0.4476
59 H 1.52180 -0.36636 -3.62011  0.3382
60 H -5.18207 0.05210 2.86399  0.3607
61 H -3.71791 -2.50018 -3.43215  0.4659
62 H 2.15457 0.88727 3.99488  0.2958
63 H 2.24119 -2.12790 -1.92227  0.3470
64 H 5.19524 -0.36127 -3.42172  0.4525
65 H -5.36975 -1.39952 1.87178  0.2834
66 H -3.55340 1.13127 -3.77819  0.3259
67 H -1.58620 -0.53715 3.77719  0.3641
68 H 3.85000 -2.06107 -1.18754  0.2937
69 H 5.70241 0.47147 1.56134  0.2880
70 H -2.20579 -2.15313 -2.57052  0.3513
71 H -1.61195 1.18548 2.28161  0.3789
72 H 2.58086 0.98714 -3.98188  0.3959
73 H -3.71044 -0.45192 -4.56601  0.5253
74 H 3.68813 -2.34216 -2.92871  0.4558



- Which of these has the lowest charge?
  C29H40NO2PdSe



- Which of these has the highest charge?
  C29H40N8O3Ti



- The lowest charge belongs to which entry?
  C29H40NO2PdSe